No. 1
17
Properties=species:S:1:pos:R:3:lowdin_charge:R:1 method="wB97M-V/def2-TZVPD" total_charge=0 e_lumo_ha=0.0110 gap_ev=9.18 e_tot_ha=-1228.7469 homo_energy_ev=-8.883
C -1.624 -1.204 0.717 -0.161
C -2.773 -0.244 0.657 -0.156
C -3.674 -0.246 -0.311 -0.779
C 3.000 1.483 -0.078 -0.095
C 2.540 0.084 -0.395 -0.873
H -1.637 -1.890 -0.132 0.078
H -0.671 -0.667 0.713 -0.133
H -1.661 -1.797 1.639 0.086
H -2.885 0.498 1.442 0.105
H 2.291 1.986 0.576 0.075
H 3.981 1.453 0.414 0.092
H 3.103 2.063 -1.004 0.092
H 4.130 -0.052 -1.437 0.113
O 3.366 -0.599 -1.200 -0.001
F -3.647 -1.106 -1.331 0.010
S 1.173 -0.599 0.156 0.862
Cl -5.012 0.836 -0.426 0.685

---

No. 2
9
Properties=species:S:1:pos:R:3:lowdin_charge:R:1 method="wB97M-V/def2-TZVPD" total_charge=0 e_above_lowest_ev=1.169 e_lumo_ha=0.0057 smiles="O=CO.SS" gap_ev=8.42 e_tot_ha=-987.3065 homo_energy_ev=-8.264
S -1.449 1.029 -0.454 0.165
S -2.293 0.132 -2.133 0.208
H -0.262 1.584 -1.123 -0.100
H -3.099 -0.773 -1.571 -0.212
O 1.665 -0.348 -0.513 0.030
C 1.673 -0.515 0.712 -0.331
O 0.618 -0.722 1.588 -0.016
H 2.598 -0.407 1.229 0.114
H 0.550 0.020 2.265 0.141

---

No. 3
12
Properties=species:S:1:pos:R:3:lowdin_charge:R:1 method="wB97M-V/def2-TZVPD" total_charge=+1 e_above_lowest_ev=2.023 e_lumo_ha=-0.2262 gap_ev=7.61 e_tot_ha=-608.5889 homo_energy_ev=-13.764
C -0.766 -0.217 0.856 -0.002
C 0.772 0.449 -0.828 -0.777
C -1.889 -0.183 1.733 0.052
C 1.898 -0.191 -1.440 -0.052
N 0.198 -0.163 0.214 0.136
S -0.296 1.588 -1.306 0.905
H -2.011 0.880 1.603 0.112
H -1.618 -0.427 2.739 0.111
H -2.800 -0.854 1.345 0.188
H 2.052 -1.125 -1.010 0.075
H 2.816 0.450 -1.384 0.133
H 1.645 -0.208 -2.521 0.120

---

No. 4
133
Properties=species:S:1:pos:R:3:lowdin_charge:R:1 method="wB97M-V/def2-TZVPD" total_charge=+1 e_lumo_ha=-0.0774 gap_ev=8.97 e_tot_ha=-2998.1969 homo_energy_ev=-11.073
C -1.889 5.277 -0.970 -0.069
C -2.680 4.596 -2.086 -0.247
O -1.945 3.520 -2.665 -0.170
C -2.664 2.317 -2.842 -0.193
C -2.381 1.309 -1.753 -0.147
O -0.975 1.168 -1.608 -0.144
C -0.554 -0.048 -1.052 -0.142
C 0.603 0.184 -0.067 -0.257
C 0.264 1.324 0.911 -0.153
O -1.125 1.452 1.091 -0.178
C -1.493 1.770 2.417 -0.083
C 1.864 0.489 -0.918 -0.091
B 1.716 1.608 -2.090 -0.464
C 0.957 2.977 -2.092 -0.005
O 2.425 1.246 -3.207 0.154
C 3.186 0.564 -0.162 -0.215
S 3.750 1.908 0.955 0.677
C 3.291 3.443 0.248 -0.102
O 3.123 1.727 2.234 -0.278
O 5.181 1.773 0.848 -0.292
N 3.403 -0.681 0.684 -0.033
C 3.992 -1.800 -0.102 -0.048
C 4.799 -2.702 0.816 -0.193
O 4.879 -2.487 1.988 0.107
C 2.180 -1.078 1.495 -0.019
C 0.850 -1.159 0.734 -0.392
N -0.145 -1.242 1.820 0.130
C 0.731 -2.424 -0.153 -0.137
C 1.166 -3.735 0.505 -0.191
C 0.826 -4.969 -0.353 -0.174
C 0.359 -6.156 0.506 -0.185
C 1.478 -7.158 0.816 -0.165
C 1.228 -7.976 2.084 -0.151
O 0.615 -7.181 3.125 -0.064
C 1.514 -6.448 3.846 -0.535
C 2.083 -7.104 5.077 0.027
O 1.791 -5.329 3.525 0.118
H -0.966 4.730 -0.763 0.053
H -2.475 5.333 -0.053 0.048
H -1.608 6.297 -1.239 0.072
H -3.636 4.232 -1.695 0.105
H -2.923 5.317 -2.875 0.117
H -3.744 2.501 -2.868 0.106
H -2.387 1.892 -3.812 0.122
H -2.822 0.352 -2.061 0.135
H -2.819 1.609 -0.794 0.132
H -0.192 -0.681 -1.875 0.145
H -1.374 -0.567 -0.548 0.139
H 0.748 1.157 1.876 0.107
H 0.654 2.271 0.516 0.109
H -0.929 2.631 2.798 0.093
H -1.335 0.910 3.078 0.081
H -2.551 2.030 2.403 0.093
H 2.008 -0.428 -1.510 0.138
H 1.675 3.785 -2.283 0.082
H 0.249 2.998 -2.930 0.082
H 0.364 3.211 -1.211 0.040
H 2.129 1.722 -3.993 0.121
H 3.995 0.574 -0.897 0.129
H 2.271 3.712 0.511 0.077
H 3.452 3.425 -0.828 0.078
H 4.012 4.128 0.704 0.094
H 4.124 -0.462 1.388 0.155
H 3.215 -2.376 -0.602 0.125
H 4.665 -1.413 -0.872 0.132
H 5.326 -3.531 0.314 0.146
H 2.428 -2.027 1.968 0.132
H 2.109 -0.333 2.285 0.128
H 0.250 -1.650 2.661 0.095
H -0.913 -1.852 1.560 0.101
H -0.326 -2.545 -0.404 0.124
H 1.235 -2.308 -1.121 0.115
H 2.233 -3.743 0.748 0.092
H 0.659 -3.828 1.471 0.100
H 0.077 -4.716 -1.107 0.113
H 1.721 -5.270 -0.910 0.113
H -0.461 -6.678 0.005 0.120
H -0.045 -5.773 1.443 0.090
H 2.451 -6.662 0.888 0.112
H 1.552 -7.862 -0.019 0.121
H 2.165 -8.388 2.475 0.129
H 0.554 -8.812 1.903 0.131
H 1.754 -6.533 5.948 0.094
H 3.172 -7.059 5.034 0.096
H 1.754 -8.135 5.189 0.089
C -2.891 8.412 2.453 -0.108
C -4.332 8.897 2.365 -0.257
C -5.312 7.773 2.009 -0.186
C -5.007 7.175 0.709 -0.220
N -4.769 6.732 -0.322 0.170
H -2.548 8.022 1.493 0.064
H -2.226 9.227 2.738 0.073
H -2.788 7.620 3.198 0.077
H -4.415 9.690 1.620 0.113
H -4.642 9.324 3.320 0.109
H -6.337 8.145 1.974 0.120
H -5.275 6.983 2.762 0.121
C -6.675 3.593 -4.276 -0.105
C -6.162 3.521 -5.708 -0.256
C -6.249 2.109 -6.303 -0.187
C -5.447 1.153 -5.539 -0.231
N -4.792 0.446 -4.917 0.152
H -6.081 2.963 -3.612 0.056
H -6.625 4.614 -3.899 0.075
H -7.713 3.262 -4.213 0.079
H -5.125 3.860 -5.751 0.109
H -6.741 4.189 -6.347 0.109
H -5.893 2.098 -7.334 0.119
H -7.283 1.757 -6.308 0.122
C -3.552 -5.463 6.168 -0.103
C -2.269 -5.618 5.363 -0.259
C -1.967 -4.400 4.478 -0.191
C -3.012 -4.159 3.483 -0.245
N -3.818 -3.965 2.690 0.147
H -4.419 -5.374 5.513 0.075
H -3.710 -6.328 6.812 0.075
H -3.515 -4.576 6.803 0.078
H -2.325 -6.511 4.737 0.113
H -1.422 -5.757 6.039 0.105
H -1.027 -4.543 3.938 0.095
H -1.869 -3.505 5.096 0.121
C 7.301 0.223 -5.077 -0.100
C 6.532 0.504 -3.793 -0.262
C 7.132 -0.202 -2.574 -0.191
C 7.102 -1.659 -2.709 -0.244
N 7.009 -2.800 -2.783 0.150
H 7.280 -0.839 -5.326 0.076
H 6.866 0.769 -5.913 0.076
H 8.345 0.528 -4.985 0.081
H 5.487 0.204 -3.913 0.105
H 6.531 1.576 -3.589 0.110
H 6.582 0.057 -1.665 0.096
H 8.167 0.111 -2.417 0.127

---

No. 5
11
Properties=species:S:1:pos:R:3:lowdin_charge:R:1 method="wB97M-V/def2-TZVPD" total_charge=0 e_above_lowest_ev=0.000 e_lumo_ha=-0.0356 smiles="NC(=O)C(Cl)(Cl)[N+](=O)[O-]" gap_ev=10.01 e_tot_ha=-1332.9080 homo_energy_ev=-10.983
C 0.131 0.090 1.110 -0.610
C -0.127 -0.962 -0.114 -0.879
N 0.659 1.238 0.712 0.215
N -0.752 -0.111 -1.256 -0.430
O -0.193 -0.346 2.133 0.095
O -1.968 0.013 -1.264 0.090
O -0.006 0.523 -1.953 0.012
Cl -0.897 -2.351 0.445 0.804
Cl 1.634 -1.439 -0.941 0.499
H 0.653 1.464 -0.275 0.100
H 0.866 1.880 1.403 0.103

---

No. 6
26
Properties=species:S:1:pos:R:3:lowdin_charge:R:1 method="wB97M-V/def2-TZVPD" total_charge=+2 e_above_lowest_ev=7.163 e_lumo_ha=-0.3358 smiles="C[C@H](N)[C@@H](C)C(=[NH2+])[n+]1ncc2nc1-2" gap_ev=9.33 e_tot_ha=-585.5485 homo_energy_ev=-18.463
C 2.693 1.739 1.493 0.029
C 2.060 0.756 2.305 -0.034
C 0.176 0.824 -0.777 -0.198
C -0.209 -0.561 -1.085 -0.242
C -0.683 -1.406 0.094 -0.325
C 1.051 0.158 1.534 -0.176
C -1.281 -0.594 -2.176 -0.035
C -1.791 -0.665 0.928 0.036
N 2.055 1.823 0.405 0.192
N 0.934 0.589 2.862 0.377
N 0.959 0.948 0.377 0.039
N 0.047 1.865 -1.458 0.330
N 0.486 -1.692 0.940 0.198
H 3.626 2.197 1.579 0.139
H 0.557 -1.028 -1.678 0.177
H -1.084 -2.329 -0.244 0.151
H -0.949 -0.010 -2.995 0.073
H -2.314 -0.149 -1.899 0.126
H -1.656 -1.610 -2.452 0.129
H -2.689 -0.599 0.135 0.156
H -1.289 0.312 1.049 0.072
H -1.858 -1.137 1.895 0.096
H -0.580 2.071 -2.276 0.209
H 0.493 2.724 -1.046 0.191
H 0.105 -1.825 1.855 0.122
H 1.139 -2.402 0.636 0.166

---

No. 7
52
Properties=species:S:1:pos:R:3:lowdin_charge:R:1 method="wB97M-V/def2-TZVPD" total_charge=+1 e_above_lowest_ev=0.000 e_lumo_ha=-0.1107 gap_ev=8.09 e_tot_ha=-2036.8859 homo_energy_ev=-11.102
Sc -0.551 0.356 0.337 1.148
O 1.230 -0.845 3.870 0.089
C 0.914 -0.298 2.833 -0.474
N -0.322 -0.245 2.267 -0.093
C -1.387 -0.966 2.941 -0.136
C -2.227 -1.702 1.929 -0.231
C -3.155 -2.654 2.322 0.006
C -3.907 -3.306 1.364 -0.021
C -3.721 -2.985 0.023 -0.036
C -2.794 -2.023 -0.293 -0.105
N -2.055 -1.389 0.633 0.025
C 1.958 0.432 2.009 -0.169
C 3.229 0.609 2.514 0.029
C 4.157 1.304 1.753 -0.009
C 3.782 1.791 0.510 -0.028
C 2.499 1.558 0.066 -0.101
N 1.598 0.890 0.794 0.026
H -2.033 -0.276 3.487 0.140
H -0.972 -1.659 3.670 0.130
H -3.270 -2.880 3.375 0.131
H -4.628 -4.060 1.652 0.123
H -4.286 -3.472 -0.759 0.118
H -2.628 -1.727 -1.323 0.110
H 3.451 0.202 3.490 0.131
H 5.162 1.462 2.125 0.123
H 4.472 2.341 -0.114 0.119
H 2.178 1.893 -0.913 0.120
C -0.196 -0.233 -2.923 -0.156
N -0.741 0.558 -1.813 -0.086
C -1.466 1.616 -2.078 -0.064
C -2.029 2.397 -1.048 -0.329
C -2.820 3.541 -1.097 -0.016
C -3.098 3.889 0.226 -0.061
C -2.459 2.951 1.030 -0.123
N -1.812 2.035 0.283 -0.070
C 1.215 -0.649 -2.597 -0.237
C 2.312 -0.104 -3.250 -0.036
C 3.601 -0.465 -2.873 -0.064
C 3.800 -1.372 -1.840 -0.072
C 2.707 -1.929 -1.188 -0.067
C 1.425 -1.570 -1.573 -0.075
H -0.243 0.335 -3.852 0.122
H -0.797 -1.134 -3.055 0.122
H -1.654 1.904 -3.112 0.146
H -3.153 4.045 -1.994 0.118
H -3.685 4.727 0.570 0.105
H -2.447 2.899 2.109 0.116
H 2.159 0.610 -4.053 0.120
H 4.452 -0.040 -3.392 0.112
H 4.804 -1.656 -1.552 0.112
H 2.857 -2.654 -0.396 0.115
H 0.573 -2.050 -1.098 0.107

---

No. 8
21
Properties=species:S:1:pos:R:3:lowdin_charge:R:1 method="wB97M-V/def2-TZVPD" total_charge=0 e_above_lowest_ev=4.455 e_lumo_ha=0.0214 smiles="CC(C)[C@@H]1C=CC(=O)N1O" gap_ev=10.15 e_tot_ha=-478.4331 homo_energy_ev=-9.569
C 1.533 1.649 0.199 0.046
C 0.287 1.389 0.722 -0.057
C 2.219 0.354 -0.122 -0.511
C 0.013 -0.029 0.973 -0.140
C -2.333 0.015 0.438 -0.048
C -0.618 -0.496 -1.329 -0.049
C -1.036 -0.685 0.120 -0.382
N 1.702 -0.561 0.701 -0.014
O 3.138 0.178 -0.940 0.053
O 1.904 -1.868 0.263 -0.007
H 1.995 2.597 0.001 0.109
H -0.293 2.288 0.840 0.115
H 0.166 -0.253 2.059 0.162
H -3.124 -0.670 0.469 0.074
H -2.456 0.658 -0.367 0.067
H -2.245 0.513 1.342 0.064
H -0.418 0.528 -1.493 0.073
H -1.471 -0.884 -1.978 0.121
H 0.187 -1.024 -1.677 0.038
H -1.064 -1.822 0.493 0.186
H 1.913 -1.876 -0.715 0.098

---

No. 9
51
Properties=species:S:1:pos:R:3:lowdin_charge:R:1 method="wB97M-V/def2-TZVPD" total_charge=0 e_lumo_ha=0.0191 smiles=CC[C@H](Br)[C@@H](CCCNCc1ccccc1O)OC[C@@H](S)OC gap_ev=9.47 e_tot_ha=-3917.1884 homo_energy_ev=-8.948
C 3.535 -1.861 2.755 -0.134
C 2.755 -1.864 1.432 -0.315
C 1.309 -1.404 1.582 -0.582
Br 0.459 -2.550 2.919 0.826
C 0.463 -1.358 0.262 -0.381
C 1.334 -1.149 -0.957 -0.141
C 0.591 -0.862 -2.272 -0.162
C -0.575 0.109 -2.202 -0.222
N -0.134 1.521 -2.189 -0.035
C -0.545 2.208 -0.960 -0.177
C -0.243 3.680 -0.993 -0.147
C -0.757 4.517 -1.981 -0.038
C -0.499 5.886 -1.974 -0.085
C 0.272 6.457 -0.965 -0.081
C 0.800 5.633 0.022 -0.014
C 0.548 4.261 0.003 -0.261
O 1.084 3.493 1.031 0.017
O -0.312 -2.525 0.067 -0.165
C -1.700 -2.370 0.205 -0.247
C -2.408 -3.701 0.410 -0.678
S -1.900 -4.933 -0.853 0.808
O -2.154 -4.306 1.633 -0.243
C -2.971 -3.830 2.687 -0.103
H 4.593 -1.753 2.541 0.068
H 3.237 -0.986 3.328 0.070
H 3.351 -2.755 3.332 0.047
H 3.296 -1.203 0.765 0.099
H 2.762 -2.863 1.006 0.115
H 1.314 -0.420 2.040 0.090
H -0.190 -0.496 0.388 0.121
H 2.053 -0.362 -0.748 0.114
H 1.900 -2.065 -1.104 0.122
H 0.221 -1.811 -2.656 0.111
H 1.323 -0.482 -2.974 0.109
H -1.235 -0.103 -1.368 0.083
H -1.174 -0.043 -3.100 0.117
H -0.556 1.986 -2.980 0.089
H 0.005 1.764 -0.142 0.100
H -1.617 2.097 -0.763 0.130
H -1.373 4.108 -2.768 0.108
H -0.915 6.523 -2.739 0.097
H 0.462 7.516 -0.935 0.099
H 1.394 6.049 0.820 0.113
H 1.940 3.158 0.750 0.109
H -2.115 -1.966 -0.723 0.116
H -1.963 -1.698 1.026 0.128
H -3.473 -3.514 0.271 0.108
H -2.703 -4.578 -1.863 -0.147
H -2.554 -2.909 3.097 0.058
H -2.935 -4.577 3.469 0.092
H -3.999 -3.671 2.368 0.091

---

No. 10
65
Properties=species:S:1:pos:R:3:lowdin_charge:R:1 method="wB97M-V/def2-TZVPD" total_charge=+1 e_above_lowest_ev=0.000 e_lumo_ha=-0.1348 gap_ev=5.94 e_tot_ha=-10450.1137 homo_energy_ev=-9.602
Pt -1.552 -2.079 0.421 -0.083
Se -3.087 -3.770 1.306 0.010
Se -2.742 -5.179 -0.473 -0.127
Te -0.593 -4.627 -1.726 0.502
Se 0.048 -2.225 -1.476 -0.007
S -0.205 -2.639 2.285 0.008
Sb 1.243 -0.825 2.322 1.340
C 0.244 0.996 2.492 -0.354
C 0.717 1.945 3.394 -0.106
C 0.029 3.140 3.548 -0.062
C -1.125 3.377 2.815 -0.056
C -1.596 2.428 1.919 -0.074
C -0.911 1.233 1.754 -0.148
C 2.601 -0.956 3.895 -0.368
C 3.964 -0.865 3.635 -0.113
C 4.866 -0.956 4.686 -0.065
C 4.405 -1.138 5.981 -0.060
C 3.043 -1.229 6.237 -0.064
C 2.135 -1.140 5.194 -0.116
C 2.364 -0.811 0.568 -0.417
C 3.090 -1.949 0.220 -0.149
C 3.800 -1.966 -0.971 -0.071
C 3.761 -0.868 -1.819 -0.063
C 3.028 0.260 -1.476 -0.075
C 2.335 0.295 -0.272 -0.131
H 1.609 1.758 3.981 0.101
H 0.389 3.882 4.247 0.112
H -1.663 4.307 2.946 0.113
H -2.495 2.608 1.345 0.119
H -1.291 0.496 1.051 0.054
H 4.327 -0.724 2.625 0.096
H 5.928 -0.887 4.492 0.112
H 5.110 -1.210 6.797 0.113
H 2.689 -1.373 7.248 0.113
H 1.073 -1.220 5.397 0.109
H 3.099 -2.820 0.866 0.115
H 4.375 -2.841 -1.241 0.116
H 4.306 -0.890 -2.754 0.114
H 3.003 1.114 -2.139 0.112
H 1.769 1.177 0.003 0.085
C -5.061 0.470 -4.771 -0.032
C -3.909 -0.432 -4.389 -0.422
C -4.347 -1.841 -4.056 -0.067
O -3.250 0.254 -3.266 -0.283
P -2.234 -0.313 -2.216 0.017
S -0.792 -1.419 -3.105 0.265
S -3.278 -1.329 -0.845 0.303
O -1.637 0.980 -1.539 -0.285
C -0.549 1.763 -2.156 -0.433
C -0.981 2.320 -3.497 -0.037
C -0.193 2.844 -1.164 -0.032
H -5.579 0.057 -5.634 0.095
H -4.712 1.469 -5.025 0.087
H -5.767 0.544 -3.945 0.095
H -3.159 -0.449 -5.188 0.143
H -5.153 -1.839 -3.323 0.089
H -3.532 -2.456 -3.680 0.049
H -4.712 -2.300 -4.975 0.099
H 0.293 1.076 -2.285 0.099
H -1.870 2.939 -3.380 0.101
H -1.194 1.532 -4.219 0.069
H -0.177 2.935 -3.899 0.097
H -1.026 3.533 -1.018 0.101
H 0.657 3.410 -1.545 0.100
H 0.074 2.423 -0.201 0.044

---

No. 11
24
Properties=species:S:1:pos:R:3:lowdin_charge:R:1 method="wB97M-V/def2-TZVPD" total_charge=0 e_above_lowest_ev=4.224 e_lumo_ha=0.0095 gap_ev=7.50 e_tot_ha=-964.4902 homo_energy_ev=-7.243
B 0.978 -1.007 -1.459 0.015
C 0.811 0.864 0.180 -0.008
C -1.394 -0.217 1.342 0.029
C 0.380 -0.398 -0.278 -0.117
C 0.142 1.651 1.107 -0.193
C -0.813 -0.899 0.294 -0.264
C -0.982 1.041 1.696 -0.230
C -0.943 -2.565 -1.486 -0.677
C 2.173 -1.151 -2.457 -0.040
C 0.674 3.087 1.388 -0.025
N -1.459 -1.891 -0.292 -0.044
O -1.745 1.859 2.550 0.053
Cl -2.208 -2.869 -2.574 0.594
H 1.750 1.260 -0.105 0.112
H -2.191 -0.650 1.896 0.115
H -0.335 -3.381 -1.108 0.050
H 3.078 -1.008 -1.945 0.028
H 2.048 -0.723 -3.469 0.074
H 2.302 -2.292 -2.646 0.100
H 0.511 3.602 0.445 0.075
H 0.104 3.659 2.130 0.069
H 1.725 2.905 1.717 0.091
H -2.363 -2.129 -0.016 0.101
H -2.245 1.251 3.090 0.091